(1)
Entry from the OMol25 dataset: a structure of composition C25H27F10N6O2Pt (ωB97M-V/def2-TZVPD).

```
71
Properties=species:S:1:pos:R:3:forces:R:3
Pt -0.4340 0.2616 0.0054 -0.070 0.305 -0.534
C -1.9614 1.9566 -2.0827 0.000 0.031 0.039
N -2.1131 1.2026 -0.8018 0.052 0.201 -0.084
C -3.0474 0.0737 -1.0625 0.007 -0.089 0.108
C -2.3190 -1.0071 -1.8414 -0.015 0.054 -0.142
N -1.0205 -1.2950 -1.2187 -0.296 -0.085 0.441
C -0.3788 -2.4348 -1.6629 0.195 -0.063 -0.083
C 0.9728 -2.5263 -2.0231 0.058 0.129 0.006
F 1.7954 -1.4592 -1.8907 -0.086 0.019 0.067
C 1.5773 -3.6837 -2.4782 0.038 -0.002 -0.022
F 2.8694 -3.6588 -2.7944 -0.012 -0.018 0.004
C 0.8489 -4.8490 -2.6210 0.003 0.044 0.011
F 1.4148 -5.9581 -3.0770 -0.007 0.011 0.008
C -0.4812 -4.8267 -2.2469 -0.053 -0.036 0.013
F -1.2103 -5.9346 -2.3130 0.008 -0.013 -0.003
C -1.0506 -3.6665 -1.7541 -0.073 -0.078 0.048
F -2.3135 -3.7721 -1.2953 0.015 0.006 -0.034
C -2.5713 2.1910 0.2254 0.058 -0.175 0.054
C -1.3375 2.9307 0.6973 -0.057 -0.022 -0.058
N -0.4318 1.9267 1.2501 -0.110 -0.225 0.099
C 0.6267 2.4329 2.0033 0.143 0.063 0.111
C 1.3885 3.5433 1.6444 0.066 0.051 0.012
F 1.1957 4.1149 0.4483 -0.023 0.069 -0.005
C 2.3952 4.0520 2.4419 0.005 0.038 -0.082
F 3.0960 5.1007 2.0300 0.029 0.021 -0.003
C 2.7125 3.4402 3.6423 -0.063 -0.061 -0.004
F 3.6913 3.9093 4.3988 0.038 0.017 0.033
C 1.9895 2.3283 4.0362 0.022 0.037 -0.006
F 2.2462 1.7299 5.1949 0.013 0.003 0.015
C 0.9672 1.8665 3.2304 -0.192 -0.110 0.003
F 0.2388 0.8205 3.6995 0.015 -0.060 -0.105
H -2.9395 2.3712 -2.3303 0.003 0.011 0.005
H -1.6251 1.2938 -2.8665 -0.048 0.007 0.017
H -1.2506 2.7669 -1.9616 0.025 -0.026 -0.005
H -3.9182 0.4445 -1.6054 -0.007 -0.025 -0.043
H -3.3942 -0.3116 -0.1033 -0.002 0.013 -0.010
H -2.1780 -0.7024 -2.8833 0.001 0.023 0.020
H -2.9756 -1.8767 -1.8483 0.026 -0.003 -0.021
H -3.0292 1.6559 1.0569 -0.052 0.028 -0.017
H -3.3254 2.8408 -0.2173 0.007 0.046 -0.007
H -1.5990 3.6606 1.4676 -0.052 -0.033 0.025
H -0.9155 3.4943 -0.1386 0.008 0.057 0.039
N 1.1925 -0.7128 0.8659 -0.005 -0.058 -0.017
C 1.1462 -2.1407 1.3268 0.099 0.021 -0.107
C 0.5183 -2.3449 2.6979 0.023 0.063 0.126
C -0.9789 -2.6867 2.7341 -0.045 -0.072 -0.004
C -1.8133 -2.0108 1.6620 0.049 0.009 -0.062
N -1.5582 -0.5391 1.6132 0.187 -0.045 0.040
H 1.9112 -0.6458 0.1520 0.075 0.014 -0.094
H 1.5462 -0.1163 1.6135 0.017 0.045 0.029
H 2.1862 -2.4680 1.3569 -0.004 -0.017 -0.004
H 0.6495 -2.7295 0.5580 -0.003 0.005 0.001
H 0.7331 -1.4733 3.3211 -0.012 0.035 -0.008
H 1.0532 -3.1624 3.1816 -0.003 0.004 0.008
H -1.3651 -2.4590 3.7299 -0.023 0.001 -0.011
H -1.1100 -3.7614 2.5915 0.006 0.006 0.026
H -2.8775 -2.1815 1.8190 0.002 -0.005 0.084
H -1.5707 -2.4105 0.6812 -0.062 0.031 0.002
H -0.9810 -0.2524 2.4026 -0.040 0.049 0.097
H -2.4138 -0.0157 1.7592 -0.015 -0.002 -0.135
O 2.4558 1.5978 0.1174 -0.016 -0.188 -0.047
C 2.0133 1.6358 -1.0120 0.032 0.087 -0.010
C 2.7115 2.2415 -2.2025 0.053 -0.061 -0.002
C 2.0285 1.5687 -3.3828 0.003 -0.044 -0.017
C 0.8107 0.8884 -2.7924 0.024 -0.091 -0.019
O -0.0030 0.2657 -3.4289 0.024 0.000 -0.066
N 0.8038 1.0740 -1.4076 0.065 0.000 0.294
H 3.7801 2.0541 -2.1244 -0.003 0.015 -0.021
H 2.5630 3.3223 -2.1730 -0.039 -0.005 0.007
H 2.6487 0.7877 -3.8250 -0.020 0.001 -0.027
H 1.7145 2.2278 -4.1896 0.014 0.040 0.024
```
Forces are in eV/Å.

Summary:
Net charge: +1
Kohn-Sham gap in eV: 7.513
Calculated total energy in Ha: -2565.59673
Energy above the lowest of the compared OMol25 structures with the same formula, charge and spin in kcal per mole: 0.00
Highest occupied orbital energy in eV: -10.797

Löwdin atomic charges, in units of e:
1 Pt 1.57
2 C -0.03
3 N -0.30
4 C -0.15
5 C -0.19
6 N -0.16
7 C -0.20
8 C -0.14
9 F 0.08
10 C -0.14
11 F 0.14
12 C -0.14
13 F 0.15
14 C -0.14
15 F 0.14
16 C -0.14
17 F 0.08
18 C -0.15
19 C -0.21
20 N -0.14
21 C -0.21
22 C -0.16
23 F 0.11
24 C -0.13
25 F 0.15
26 C -0.13
27 F 0.16
28 C -0.14
29 F 0.14
30 C -0.14
31 F 0.06
32 H 0.11
33 H 0.07
34 H 0.09
35 H 0.14
36 H 0.11
37 H 0.12
38 H 0.12
39 H 0.11
40 H 0.14
41 H 0.14
42 H 0.10
43 N -0.04
44 C -0.16
45 C -0.16
46 C -0.16
47 C -0.19
48 N -0.04
49 H 0.08
50 H 0.09
51 H 0.14
52 H 0.10
53 H 0.10
54 H 0.12
55 H 0.12
56 H 0.13
57 H 0.13
58 H 0.08
59 H 0.07
60 H 0.09
61 O 0.06
62 C -0.48
63 C -0.05
64 C -0.05
65 C -0.49
66 O 0.06
67 N -0.01
68 H 0.13
69 H 0.13
70 H 0.14
71 H 0.13



(2)
Entry from the OMol25 dataset: a cluster of 3 separate species, C3H14N2O2 in total at a distorted geometry (ωB97M-V/def2-TZVPD).

```
21
Properties=species:S:1:pos:R:3:forces:R:3
N 1.4030 -1.5310 2.6256 -0.734 -0.095 -0.619
C 0.8395 -1.2766 1.2723 0.080 -0.783 0.074
C 1.3425 0.0125 0.6772 -0.226 0.859 -0.349
C 0.9947 0.0897 -0.8342 0.035 -0.535 1.585
N 1.3837 1.2372 -1.5933 0.798 0.952 -0.444
H 0.8823 -2.3167 3.0010 -0.012 0.069 0.266
H 2.3339 -1.9006 2.5004 0.335 0.100 0.026
H -0.2493 -1.2824 1.3037 -0.125 0.221 0.378
H 1.0489 -2.1249 0.5907 0.241 0.302 0.042
H 0.8359 0.8800 1.1206 0.063 -0.211 0.305
H 2.3902 0.1402 0.9490 0.293 -0.070 -0.444
H -0.0794 0.0505 -0.8105 -0.707 0.012 -0.383
H 1.2884 -0.8464 -1.2855 0.437 -0.146 -0.545
H 0.8945 2.0792 -1.3175 -0.314 -0.168 0.097
H 2.3650 1.4990 -1.4873 -0.185 -0.503 -0.037
O -0.1511 1.7191 -5.7775 0.007 -0.008 -0.145
H -0.7523 2.1356 -5.1525 0.131 -0.096 0.071
H 0.4983 1.2397 -5.2522 -0.121 0.101 0.122
O -5.8514 0.1443 2.7909 0.289 0.412 0.163
H -5.3330 0.7001 3.3982 -0.335 -0.430 -0.283
H -6.0844 -0.6483 3.2806 0.050 0.018 0.121
```
Forces are in eV/Å.

Summary:
Kohn-Sham gap in eV: 10.173
Calculated total energy in Ha: -382.66321
Energy above the lowest of the compared OMol25 structures with the same formula, charge and spin in kcal per mole: 22.94
Highest occupied orbital energy in eV: -9.378

Löwdin atomic charges, in units of e:
1 N -0.01
2 C -0.32
3 C -0.22
4 C -0.32
5 N -0.01
6 H 0.06
7 H 0.06
8 H 0.11
9 H 0.11
10 H 0.11
11 H 0.10
12 H 0.10
13 H 0.10
14 H 0.06
15 H 0.07
16 O -0.07
17 H 0.03
18 H 0.03
19 O -0.07
20 H 0.04
21 H 0.03



(3)
Entry from the OMol25 dataset: a cluster of 2 separate species, C9H13NO2 in total at a distorted geometry (ωB97M-V/def2-TZVPD).

```
25
Properties=species:S:1:pos:R:3:forces:R:3
C -2.5741 -1.9184 3.1617 -0.665 -1.002 1.361
C -1.6322 -1.1596 2.2914 0.480 0.937 -0.228
C -0.4936 -1.7090 1.7293 -0.155 0.473 -0.098
C 0.4610 -0.9670 0.9985 -0.866 -1.299 1.032
C 0.2030 0.3556 0.7599 -0.217 -0.451 -0.350
O 0.9851 1.1232 -0.0325 -0.238 1.532 0.381
C -1.0049 0.9195 1.2248 1.276 1.054 -0.417
C -1.8615 0.2155 2.0219 -0.450 -0.610 0.374
H -2.5184 -1.6698 4.2631 -0.267 0.553 -1.212
H -2.4436 -3.0099 3.2727 0.518 0.300 -0.824
H -3.5918 -1.8226 2.7669 0.000 0.255 0.477
H -0.3865 -2.7688 1.8162 0.429 -0.523 0.213
H 1.3401 -1.5345 0.7210 0.162 0.468 -0.456
H 1.8660 0.8299 -0.2537 0.056 -0.815 0.300
H -1.1311 1.9876 0.9907 -0.222 -0.569 0.198
H -2.7329 0.7371 2.4344 0.256 -0.345 -0.141
C 2.8597 1.0296 -3.2399 -0.407 0.397 -0.637
C 1.3915 0.8433 -3.4255 -2.204 -0.766 -0.303
N 0.5034 1.5034 -2.6134 0.751 0.918 -0.124
O 0.9336 0.0785 -4.2609 0.583 -0.163 -0.023
H 3.0252 1.8606 -2.5716 0.575 0.235 0.110
H 3.2091 1.2060 -4.2621 0.338 0.277 0.341
H 3.3365 0.1170 -2.9103 -0.042 -0.189 0.281
H -0.4861 1.3963 -2.7500 0.052 -0.348 -0.403
H 0.7425 2.3564 -2.1329 0.256 -0.320 0.146
```
Forces are in eV/Å.

Summary:
Kohn-Sham gap in eV: 8.987
Calculated total energy in Ha: -555.97479
Energy above the lowest of the compared OMol25 structures with the same formula, charge and spin in kcal per mole: 18.15
Highest occupied orbital energy in eV: -8.395

Löwdin atomic charges, in units of e:
1 C -0.08
2 C -0.29
3 C -0.05
4 C -0.02
5 C -0.33
6 O 0.02
7 C -0.03
8 C -0.05
9 H 0.10
10 H 0.07
11 H 0.08
12 H 0.10
13 H 0.11
14 H 0.10
15 H 0.12
16 H 0.12
17 C -0.01
18 C -0.59
19 N 0.14
20 O 0.02
21 H 0.07
22 H 0.09
23 H 0.09
24 H 0.11
25 H 0.09



(4)
Entry from the OMol25 dataset: a structure of composition C30H27CeN3O6S at a distorted geometry (ωB97M-V/def2-TZVPD).

```
68
Properties=species:S:1:pos:R:3:forces:R:3
Ce -0.4470 1.1603 -0.3401 0.792 -1.812 2.375
O 0.6356 3.3656 0.8531 -0.421 -0.305 -0.148
C 1.7764 4.0014 0.2543 0.143 -0.045 -0.285
C 1.5537 4.1747 -1.2398 -0.111 -0.078 0.489
N 1.2376 2.8771 -1.8578 -0.166 -0.444 -0.234
C 0.2170 3.0001 -2.9271 -0.098 0.103 0.023
C -1.0273 2.5737 -2.1553 -0.303 2.056 -2.716
O -1.4810 1.4327 -2.3965 0.206 -0.072 0.372
O -1.3146 3.1765 -1.0783 0.023 -0.452 0.184
C 2.4148 2.0940 -2.2526 -0.338 -0.253 0.104
C 2.2016 0.5709 -2.0975 1.252 0.698 -0.955
O 2.9844 -0.1859 -2.5966 -0.323 -0.151 0.248
O 1.1640 0.2278 -1.3679 -1.276 0.225 0.792
H -0.1087 3.9730 0.7433 -0.026 0.107 0.134
H 2.6273 3.3521 0.4578 -0.002 0.014 0.073
H 1.9557 4.9687 0.7236 0.029 -0.031 0.063
H 2.4255 4.6419 -1.7056 -0.005 -0.005 -0.055
H 0.6984 4.8358 -1.3752 0.035 0.031 -0.088
H 0.3980 2.2631 -3.7054 -0.005 0.047 -0.051
H 0.1734 3.9953 -3.3677 -0.019 0.038 0.057
H 3.2501 2.3595 -1.6030 0.038 0.008 -0.016
H 2.7256 2.2797 -3.2819 0.030 0.065 0.010
C -3.2399 0.2293 3.3865 -0.040 0.049 0.114
C -2.6565 0.7433 2.2289 -0.001 0.098 -0.067
N -1.3459 0.7719 2.0264 -0.021 -0.062 -0.144
C -0.5324 0.3057 3.0050 0.060 0.016 0.182
C -1.0276 -0.1828 4.2249 -0.086 0.133 -0.211
C -2.4246 -0.2322 4.3898 0.087 0.039 -0.083
C -0.1176 -0.5884 5.2520 0.144 -0.015 0.093
C 1.2156 -0.4818 5.0710 -0.102 -0.069 0.135
C 1.7516 -0.0291 3.8240 -0.011 0.031 -0.283
C 3.1355 0.0422 3.5801 -0.127 -0.021 -0.049
C 3.5765 0.3898 2.3293 0.115 -0.001 0.058
C 2.6376 0.6675 1.3338 -0.113 -0.045 -0.054
N 1.3311 0.6547 1.5406 -0.115 0.000 -0.232
C 0.8864 0.3199 2.7736 0.029 0.004 0.232
H -4.3159 0.2172 3.4848 0.006 0.022 -0.016
H -3.2758 1.1429 1.4350 -0.057 -0.076 -0.004
H -2.8377 -0.6227 5.3113 -0.026 0.000 -0.006
H -0.5247 -0.9597 6.1837 0.016 0.011 0.002
H 1.9063 -0.7622 5.8559 -0.017 0.009 0.006
H 3.8265 -0.1940 4.3793 0.047 -0.008 -0.038
H 4.6313 0.4359 2.0973 -0.012 0.004 -0.013
H 2.9671 0.8914 0.3277 0.048 -0.012 0.026
O -2.3059 -0.3336 -0.4716 0.595 0.955 -0.284
S -2.4277 -1.8589 -0.5298 0.614 -0.837 -0.229
C -0.7077 -2.3546 -0.3343 -0.250 -0.116 0.212
C -0.2807 -2.4332 0.9917 -0.099 -0.051 0.012
C 1.0376 -2.7611 1.2624 -0.004 0.016 0.005
C 1.9147 -3.0081 0.2129 0.030 -0.009 0.036
C 1.4794 -2.9346 -1.1024 -0.026 0.032 -0.023
C 0.1601 -2.6121 -1.3850 -0.098 -0.103 -0.141
C -2.7327 -2.3540 -2.2213 -0.148 0.207 0.175
C -2.7710 -1.4320 -3.2523 0.042 0.020 0.081
C -3.0557 -1.8851 -4.5328 -0.017 -0.025 -0.037
C -3.2993 -3.2320 -4.7602 0.014 0.040 -0.018
C -3.2684 -4.1413 -3.7097 -0.002 -0.018 -0.004
C -2.9972 -3.7026 -2.4256 0.058 -0.016 0.218
H -0.9972 -2.2885 1.7942 0.049 0.002 0.029
H 1.3727 -2.8559 2.2878 -0.009 0.010 -0.001
H 2.9393 -3.2835 0.4273 -0.003 0.009 -0.030
H 2.1659 -3.1202 -1.9163 0.010 -0.018 0.005
H -0.1856 -2.5809 -2.4106 0.006 0.038 0.016
H -2.5933 -0.3881 -3.0565 -0.017 0.081 -0.010
H -3.0977 -1.1804 -5.3521 0.004 -0.005 0.004
H -3.5263 -3.5747 -5.7606 0.004 -0.007 0.007
H -3.4690 -5.1882 -3.8904 0.000 0.001 0.017
H -2.9821 -4.3934 -1.5897 -0.036 -0.057 -0.061
```
Forces are in eV/Å.

Summary:
Net charge: +2
Kohn-Sham gap in eV: 6.145
Calculated total energy in Ha: -2648.05252
Energy above the lowest of the compared OMol25 structures with the same formula, charge and spin in kcal per mole: 13.27
Highest occupied orbital energy in eV: -14.342

Löwdin atomic charges, in units of e:
1 Ce 1.52
2 O -0.10
3 C -0.15
4 C -0.12
5 N -0.16
6 C -0.02
7 C -0.63
8 O 0.00
9 O -0.02
10 C -0.04
11 C -0.54
12 O 0.16
13 O -0.17
14 H 0.11
15 H 0.12
16 H 0.14
17 H 0.15
18 H 0.14
19 H 0.15
20 H 0.15
21 H 0.14
22 H 0.15
23 C 0.01
24 C -0.09
25 N 0.02
26 C -0.14
27 C -0.12
28 C 0.05
29 C 0.01
30 C 0.01
31 C -0.12
32 C 0.04
33 C 0.01
34 C -0.08
35 N 0.05
36 C -0.14
37 H 0.13
38 H 0.13
39 H 0.14
40 H 0.13
41 H 0.13
42 H 0.14
43 H 0.13
44 H 0.11
45 O -0.59
46 S 1.15
47 C -0.37
48 C -0.09
49 C -0.05
50 C -0.03
51 C -0.04
52 C -0.05
53 C -0.40
54 C -0.05
55 C -0.04
56 C -0.04
57 C -0.04
58 C -0.07
59 H 0.12
60 H 0.12
61 H 0.12
62 H 0.13
63 H 0.13
64 H 0.09
65 H 0.12
66 H 0.12
67 H 0.12
68 H 0.12